Record 1
Entry from the Open Molecules 2025 dataset: a 16-piece molecular cluster, C42H71Cl30FN2O3S overall (ωB97M-V/def2-TZVPD).

The HOMO energy comes out at -8.6 eV. Its net charge is 0. The HOMO-LUMO gap is 7.02 eV. As for the multiplicity: 1. As for the LUMO energy: -1.63 eV.

Geometry (Å):
C -1.357 1.760 3.351
C -2.419 2.019 2.132
C -1.540 2.193 0.789
C -2.098 3.390 -0.148
C -2.556 2.789 -1.586
C -1.453 3.252 -2.666
C -0.086 2.420 -2.476
C -0.260 1.015 -3.245
C 0.784 0.845 -4.454
C 2.329 1.136 -3.997
C 2.716 0.341 -2.645
C 4.125 -0.472 -2.805
C 3.864 -2.055 -2.823
C 3.387 -2.707 -1.442
C 2.266 -3.854 -1.495
C 1.578 -4.318 -2.895
C 2.655 -4.902 -3.907
C 2.723 -4.333 -5.389
C 1.710 -3.183 -5.813
O 0.404 -3.717 -6.272
C -0.656 -3.222 -5.453
O -1.302 -2.169 -5.660
C 1.821 -4.547 -0.156
C 0.743 -5.741 -0.091
C -0.823 -5.018 -0.234
C -2.061 -6.128 -0.586
O -1.418 -5.041 -1.618
C 2.419 -4.110 1.259
N 1.998 -4.720 2.510
S 2.944 -3.801 3.636
N 3.875 -2.679 2.700
C 3.489 -2.952 1.328
C 3.959 -2.296 -0.034
F 4.976 -1.275 0.105
H -0.313 1.450 2.959
H -1.702 0.876 4.012
H -1.254 2.719 3.971
H -3.057 1.065 2.066
H -3.055 2.953 2.353
H -1.527 1.168 0.245
H -0.445 2.454 1.052
H -1.242 4.160 -0.267
H -3.024 3.899 0.298
H -2.546 1.638 -1.584
H -3.566 3.226 -1.946
H -1.863 3.119 -3.738
H -1.200 4.375 -2.534
H 0.173 2.184 -1.377
H 0.766 3.080 -2.871
H -0.169 0.093 -2.550
H -1.312 1.010 -3.705
H 0.761 -0.201 -4.937
H 0.505 1.612 -5.258
H 2.515 2.266 -3.810
H 2.968 0.866 -4.911
H 2.746 1.010 -1.719
H 1.911 -0.487 -2.518
H 4.943 -0.116 -2.092
H 4.500 -0.198 -3.870
H 3.073 -2.233 -3.653
H 4.796 -2.651 -3.181
H 0.816 -5.163 -2.669
H 0.960 -3.422 -3.232
H 3.711 -4.799 -3.434
H 2.486 -6.049 -3.974
H 2.558 -5.217 -6.123
H 3.793 -3.960 -5.612
H 1.476 -2.393 -5.019
H 2.123 -2.601 -6.728
H -0.953 -3.870 -4.536
H 0.819 -6.416 -1.009
H 0.737 -6.286 0.912
H -1.081 -4.110 0.518
H -2.267 -6.686 -1.551
H -1.299 -6.957 -0.234
C 2.843 3.442 1.017
Cl 2.226 1.884 1.573
Cl 2.184 3.846 -0.569
H 2.555 4.214 1.730
H 3.930 3.389 0.948
C -5.153 -4.446 -0.960
Cl -6.896 -4.580 -1.241
Cl -4.810 -3.967 0.705
H -4.688 -5.411 -1.154
H -4.743 -3.697 -1.636
C 2.353 6.266 -3.774
Cl 0.746 5.548 -3.936
Cl 3.522 5.458 -4.826
H 2.299 7.319 -4.048
H 2.681 6.169 -2.740
C 0.265 5.472 3.456
Cl -0.268 5.465 1.770
Cl 2.027 5.527 3.565
H -0.150 6.346 3.956
H -0.092 4.565 3.943
C -2.663 0.442 -6.858
Cl -2.072 0.054 -8.478
Cl -2.159 2.064 -6.367
H -3.751 0.394 -6.858
H -2.262 -0.283 -6.152
C 3.855 0.431 5.032
Cl 4.667 0.565 6.595
Cl 2.860 1.852 4.700
H 4.605 0.334 4.249
H 3.216 -0.451 5.042
C -5.036 -0.611 -2.285
Cl -4.095 -0.386 -3.767
Cl -4.145 -0.068 -0.859
H -5.958 -0.038 -2.366
H -5.268 -1.669 -2.171
C 1.219 -3.664 7.104
Cl 2.109 -2.205 6.656
Cl 0.955 -4.714 5.704
H 1.794 -4.210 7.852
H 0.252 -3.377 7.519
C -2.469 -3.460 9.027
Cl -0.845 -2.935 9.493
Cl -2.403 -4.689 7.760
H -2.969 -3.877 9.900
H -3.026 -2.600 8.658
C 3.353 8.230 5.712
Cl 1.616 8.146 5.398
Cl 3.678 8.682 7.389
H 3.795 7.253 5.516
H 3.796 8.974 5.052
C -2.074 8.192 -0.184
Cl -1.097 7.626 -1.543
Cl -3.180 6.930 0.370
H -1.413 8.471 0.637
H -2.655 9.057 -0.501
C 3.890 9.159 11.084
Cl 3.767 7.644 11.987
Cl 5.223 10.154 11.682
H 4.063 8.930 10.033
H 2.958 9.712 11.193
C -7.114 -4.112 -5.286
Cl -6.214 -5.025 -6.502
Cl -6.078 -2.929 -4.478
H -7.936 -3.588 -5.772
H -7.507 -4.804 -4.542
C -8.624 0.193 -0.447
Cl -7.010 0.776 -0.023
Cl -8.543 -1.078 -1.673
H -9.102 -0.207 0.446
H -9.210 1.024 -0.837
C 4.060 -7.141 4.151
Cl 5.479 -7.964 3.492
Cl 2.844 -8.302 4.697
H 4.368 -6.526 4.996
H 3.625 -6.511 3.377


Record 2
Entry from the Open Molecules 2025 dataset: a 14-piece molecular cluster, C42H71ClF18N12O20S6 overall (ωB97M-V/def2-TZVPD).

The HOMO energy (alpha / beta) comes out at -2.6 / -5.5 eV. Its net charge is -1. The HOMO-LUMO gap (alpha / beta) is 2.97 / 5.97 eV. As for the multiplicity: 2. As for the LUMO energy (alpha / beta): 0.38 / 0.44 eV.

Geometry (Å):
C 3.693 3.607 -5.316
C 3.521 2.864 -6.635
O 4.418 2.710 -7.428
N 2.134 2.303 -6.922
H 2.287 1.307 -6.983
H 1.474 2.434 -6.169
C 1.742 2.952 -8.259
H 4.752 3.745 -5.099
H 3.215 2.898 -4.640
H 3.170 4.562 -5.288
H 2.497 2.725 -9.011
H 1.438 3.987 -8.099
H 0.842 2.385 -8.498
C -8.235 -2.263 3.403
C -7.178 -1.975 4.432
O -7.337 -2.121 5.609
N -5.769 -1.577 3.845
H -5.951 -0.786 3.244
H -5.103 -1.101 4.436
C -5.030 -2.696 3.135
H -9.169 -2.619 3.836
H -7.832 -3.000 2.707
H -8.563 -1.464 2.737
H -4.840 -3.504 3.841
H -4.048 -2.280 2.911
H -5.635 -3.028 2.291
C 3.517 -5.520 -5.100
C 4.362 -4.318 -5.608
N 4.762 -3.644 -4.451
C 5.998 -3.903 -3.748
C 5.974 -3.053 -2.598
N 4.734 -2.441 -2.613
C 4.080 -2.682 -3.813
C 4.282 -1.658 -1.496
H 3.238 -6.264 -5.847
H 2.594 -5.139 -4.665
H 4.069 -6.106 -4.366
H 3.971 -3.582 -6.310
H 5.258 -4.581 -6.171
H 6.760 -4.606 -4.052
H 6.738 -3.038 -1.835
H 3.060 -2.388 -4.011
H 5.153 -1.338 -0.924
H 3.572 -2.279 -0.950
H 3.707 -0.841 -1.930
C -1.835 0.134 2.451
C -0.747 -0.682 1.634
N 0.240 0.188 1.010
C 1.481 0.532 1.513
C 2.196 1.087 0.503
N 1.360 1.270 -0.604
C 0.137 0.716 -0.312
C 1.665 1.782 -1.888
H -1.493 0.979 3.049
H -2.482 -0.423 3.129
H -2.416 0.575 1.642
H -1.340 -1.289 0.949
H -0.074 -1.278 2.251
H 1.759 0.391 2.547
H 3.234 1.367 0.394
H -0.757 0.649 -0.913
H 2.625 1.384 -2.217
H 1.604 2.864 -2.006
H 0.988 1.304 -2.596
C -3.872 -5.869 -1.885
C -3.245 -4.787 -0.960
N -3.859 -3.441 -1.194
C -5.158 -3.088 -0.872
C -5.394 -1.770 -1.354
N -4.192 -1.262 -1.792
C -3.299 -2.309 -1.783
C -3.950 0.068 -2.440
H -3.598 -6.809 -1.407
H -3.528 -5.764 -2.914
H -4.929 -5.608 -1.945
H -2.162 -4.660 -0.983
H -3.379 -4.970 0.106
H -5.754 -3.841 -0.379
H -6.288 -1.164 -1.358
H -2.248 -2.289 -2.034
H -3.328 0.720 -1.827
H -4.911 0.557 -2.601
H -3.453 0.045 -3.409
C -2.665 4.850 0.257
C -1.955 6.295 0.296
N -0.985 6.326 -0.863
C 0.151 5.527 -0.825
C 0.811 5.606 -1.984
N 0.052 6.460 -2.835
C -1.042 6.940 -2.109
C 0.543 7.000 -4.152
H -2.160 3.926 -0.026
H -3.560 4.778 -0.360
H -2.962 4.493 1.244
H -1.514 6.400 1.287
H -2.573 7.192 0.294
H 0.354 4.840 -0.017
H 1.686 5.074 -2.326
H -1.836 7.612 -2.400
H -0.093 7.854 -4.387
H 0.264 6.315 -4.952
H 1.519 7.479 -4.241
C 1.959 -5.716 5.135
C 1.741 -5.036 6.553
N 1.450 -3.621 6.504
C 0.178 -3.081 6.339
C 0.248 -1.694 6.270
N 1.591 -1.316 6.402
C 2.286 -2.517 6.539
C 2.273 0.011 6.203
H 1.970 -6.802 5.221
H 2.874 -5.336 4.681
H 1.054 -5.612 4.538
H 2.503 -5.171 7.321
H 0.908 -5.576 7.003
H -0.648 -3.774 6.271
H -0.609 -1.043 6.172
H 3.299 -2.737 6.839
H 3.274 -0.120 5.792
H 2.207 0.552 7.147
H 1.774 0.568 5.410
Cl -3.409 -0.719 5.819
C -6.751 3.053 1.966
F -6.157 4.196 1.442
F -6.909 3.146 3.250
F -7.927 2.841 1.326
S -5.473 1.581 1.764
O -6.249 0.474 2.238
O -5.112 1.496 0.323
O -4.289 1.858 2.578
C 0.245 4.155 2.725
F -0.670 3.322 2.273
F 1.281 4.321 1.755
F -0.285 5.371 2.927
S 0.969 3.542 4.390
O 1.766 2.370 4.076
O 1.774 4.676 4.928
O -0.206 3.151 5.128
C 4.554 -0.613 3.131
F 4.632 0.494 3.879
F 3.351 -1.236 3.295
F 4.658 -0.313 1.794
S 5.895 -1.871 3.488
O 7.160 -1.225 3.691
O 5.415 -2.627 4.685
O 5.853 -2.734 2.303
C -0.786 -6.198 1.771
F 0.384 -6.722 2.157
F -0.724 -5.766 0.467
F -1.665 -7.147 1.762
S -1.236 -4.677 2.854
O -1.369 -5.132 4.264
O -0.128 -3.743 2.707
O -2.542 -4.191 2.314
C 6.078 2.793 -1.340
F 6.233 3.165 -2.612
F 5.285 1.653 -1.338
F 7.232 2.451 -0.744
S 5.091 4.210 -0.485
O 3.958 4.455 -1.395
O 4.640 3.722 0.840
O 6.038 5.325 -0.431
C -1.821 2.816 -5.900
F -1.710 1.738 -6.746
F -1.357 3.782 -6.669
F -3.077 3.206 -5.764
S -0.879 2.670 -4.302
O -1.207 1.343 -3.777
O 0.495 2.776 -4.677
O -1.335 3.825 -3.471


Record 3
Entry from the Open Molecules 2025 dataset: C42H72BrIrN2O8P2SbSi3 as an isolated structure (ωB97M-V/def2-TZVPD).

The HOMO energy (alpha / beta) comes out at -9.9 / -10.7 eV. Its net charge is +1. The HOMO-LUMO gap (alpha / beta) is 7.84 / 5.50 eV. As for the multiplicity: 5. As for the LUMO energy (alpha / beta): -2.09 / -5.19 eV.

Geometry (Å):
Ir -0.192 -0.331 -0.282
C -0.373 5.075 0.005
C 1.088 4.983 -0.405
C 1.625 6.315 -0.910
O 1.268 4.011 -1.454
P 1.513 2.487 -1.006
O 0.397 1.997 -0.179
C 1.784 1.712 -2.626
P 0.141 1.330 -3.315
O -0.531 0.247 -2.564
O -0.780 2.594 -3.293
C -0.861 3.683 -4.232
C 0.513 4.217 -4.597
C -1.654 3.251 -5.458
O 0.359 0.981 -4.856
C 1.132 -0.166 -5.270
C 0.426 -0.794 -6.466
C 2.553 0.252 -5.631
O 2.884 2.512 -0.206
C 4.079 3.109 -0.754
C 4.821 3.755 0.409
C 4.962 2.078 -1.450
H -0.476 5.766 0.837
H -0.724 4.094 0.312
H -0.977 5.424 -0.827
H 1.674 4.652 0.460
H 1.035 6.663 -1.753
H 2.658 6.217 -1.233
H 1.573 7.056 -0.117
H 2.293 0.764 -2.456
H 2.365 2.368 -3.266
H -1.422 4.441 -3.674
H 1.060 3.454 -5.144
H 1.058 4.487 -3.696
H 0.406 5.095 -5.229
H -1.068 2.558 -6.058
H -1.910 4.119 -6.060
H -2.570 2.757 -5.145
H 1.152 -0.877 -4.437
H 0.295 -0.056 -7.253
H -0.545 -1.179 -6.173
H 1.025 -1.614 -6.851
H 2.525 1.071 -6.344
H 3.063 -0.591 -6.087
H 3.116 0.552 -4.754
H 3.773 3.881 -1.475
H 5.069 3.001 1.151
H 4.204 4.516 0.880
H 5.737 4.214 0.050
H 5.129 1.222 -0.803
H 5.922 2.531 -1.684
H 4.521 1.716 -2.374
C -1.814 -4.813 1.477
Sb -0.573 -3.023 1.443
C -1.034 -2.244 -0.680
C -2.456 -2.287 -0.946
C -3.189 -1.109 -1.175
C -4.507 -1.192 -1.573
C -5.084 -2.446 -1.734
C -4.294 -3.558 -1.478
N -3.036 -3.486 -1.090
Si -0.118 -3.479 -1.832
C 1.749 -3.252 -1.532
C -0.459 -5.364 -1.665
C -0.679 -2.979 -3.589
C -1.513 -1.901 3.148
C -1.436 -0.452 2.887
C -1.326 0.457 3.947
C -1.518 1.807 3.742
C -1.874 2.242 2.471
C -1.915 1.310 1.459
N -1.647 0.007 1.631
Si -0.426 -2.484 4.665
C -0.026 -4.345 4.547
C -1.204 -2.222 6.395
C 1.249 -1.579 4.562
Si -3.432 -2.229 3.398
C -4.387 -2.014 1.766
C -4.188 -0.900 4.547
C -3.782 -3.920 4.212
H -1.409 -5.522 0.766
H -2.827 -4.558 1.191
H -1.789 -5.255 2.465
H -2.686 -0.154 -1.079
H -5.083 -0.294 -1.752
H -6.113 -2.551 -2.037
H -4.701 -4.558 -1.566
H 2.055 -3.740 -0.610
H 2.018 -2.205 -1.443
H 2.332 -3.681 -2.341
H 0.174 -5.817 -0.907
H -0.232 -5.851 -2.608
H -1.496 -5.576 -1.433
H -0.848 -1.910 -3.656
H -1.600 -3.483 -3.864
H 0.081 -3.255 -4.313
H -1.131 0.092 4.938
H -1.440 2.510 4.559
H -2.116 3.275 2.281
H -2.197 1.609 0.457
H -0.907 -4.973 4.580
H 0.600 -4.631 5.386
H 0.528 -4.576 3.640
H -2.218 -2.600 6.466
H -1.220 -1.184 6.711
H -0.609 -2.761 7.126
H 1.628 -1.570 3.542
H 1.991 -2.066 5.187
H 1.181 -0.550 4.896
H -4.086 -1.094 1.274
H -5.454 -1.952 1.957
H -4.229 -2.829 1.070
H -4.239 0.066 4.053
H -3.648 -0.770 5.477
H -5.205 -1.183 4.801
H -3.484 -4.766 3.609
H -4.850 -4.013 4.380
H -3.296 -4.015 5.176
Br 3.250 2.122 6.074
C 3.223 1.447 4.292
C 4.380 0.922 3.740
C 4.331 0.397 2.463
C 3.128 0.362 1.764
C 1.987 0.919 2.324
C 2.032 1.483 3.585
C 3.107 -0.252 0.381
O 4.138 -0.726 -0.073
O 2.010 -0.215 -0.274
H 5.299 0.928 4.307
H 5.220 0.009 1.987
H 1.068 0.921 1.757
H 1.158 1.933 4.029


Record-wise molar mass values, in g/mol: 1766.70, 1633.91, 1273.13